*w*
Here is one molecule with the formula C4H6Si from the OMol25 dataset. Energies are from ωB97M-V/def2-TZVPD.

Positions of all 11 atoms, in Å:
C 1.063 1.071 0.118
C 1.468 -0.179 0.247
C -1.267 1.388 0.313
C 0.428 -1.122 0.361
Si -1.378 -0.411 0.044
H 1.539 1.822 -0.463
H 2.472 -0.424 0.175
H -1.103 2.044 -0.447
H 0.590 -2.111 0.171
H -2.469 -1.403 0.786
H -1.344 -0.676 -1.305

Values from the calculation:
Gap between HOMO and LUMO (alpha / beta) = 0.2148 / 0.2365 hartree
HOMO energy (alpha / beta) = -7.59 / -7.97 eV

Atom charges from the Mulliken analysis, given in e for atoms 1 to 4:
1 C -0.549
2 C -0.062
3 C -0.550
4 C -0.500

---

*x*
Here is one molecule with the formula C4H6Si from the OMol25 dataset. Energies are from ωB97M-V/def2-TZVPD.

Positions of all 11 atoms, in Å:
Si 0.196 1.802 -0.830
C 0.104 0.082 -1.291
C 0.405 -1.099 -0.216
C -0.740 -1.112 1.146
C 0.324 -0.539 1.430
H 0.390 2.306 0.612
H -0.329 2.777 -1.843
H -0.226 -0.239 -2.344
H 0.470 -2.153 -0.387
H -1.503 -1.866 1.634
H 0.910 0.040 2.089

Values from the calculation:
SMILES = [SiH2]=CC1C=C1
Gap between HOMO and LUMO = 0.2888 hartree
HOMO energy = -7.51 eV

Atom charges from the Mulliken analysis, given in e for atoms 1 to 4:
1 Si 0.172
2 C -0.333
3 C -0.351
4 C -0.166

---

Least stable: *w*

---

*w*
Here is a 2-piece molecular cluster, C2H9NO2Si2 overall from the OMol25 dataset. Energies are from ωB97M-V/def2-TZVPD.

Positions of all 16 atoms, in Å:
C 2.706 -0.165 0.503
C 2.258 -1.240 -0.060
N 0.294 -0.152 -1.374
O -0.736 -1.007 -1.214
O 0.248 0.946 -0.564
Si -2.308 -1.070 -0.729
Si -0.407 1.592 0.778
H 3.498 -0.173 1.210
H 2.251 0.849 0.200
H 2.594 -2.279 -0.320
H -2.571 -2.424 -1.064
H -3.204 -0.233 -1.719
H -2.479 -0.497 0.721
H -0.928 0.835 1.992
H -1.721 2.194 0.383
H 0.505 2.823 1.256

Values from the calculation:
Gap between HOMO and LUMO (alpha / beta) = 0.3398 / 0.3140 hartree
HOMO energy (alpha / beta) = -8.79 / -8.34 eV

Atom charges from the Mulliken analysis, given in e for atoms 1 to 4:
1 C -0.440
2 C -0.286
3 N 0.151
4 O -0.127

---

*x*
Here is one molecule with the formula C2H9NO2Si2 from the OMol25 dataset. Energies are from ωB97M-V/def2-TZVPD.

Positions of all 16 atoms, in Å:
C -0.086 -1.248 -1.791
C 0.796 -0.313 -1.502
N 0.868 0.210 0.000
O 0.225 1.493 -0.129
Si -1.370 2.144 -0.331
O 0.189 -0.611 0.844
Si 0.831 -1.279 2.211
H -0.276 -1.549 -2.804
H -0.831 -1.515 -1.071
H 1.525 0.202 -2.024
H -0.881 3.257 -1.220
H -1.883 2.462 1.094
H -2.213 1.189 -0.996
H 0.237 -0.613 3.358
H 2.341 -1.098 2.188
H 0.527 -2.730 2.172

Values from the calculation:
SMILES = C=CN(O[SiH3])O[SiH3]
Gap between HOMO and LUMO = 0.3605 hartree
HOMO energy = -8.93 eV

Atom charges from the Mulliken analysis, given in e for atoms 1 to 4:
1 C -0.542
2 C -0.256
3 N 0.169
4 O -0.321

---

Least stable: *w*

---

*w*
Here is a 2-piece molecular cluster, C3H5PS overall from the OMol25 dataset. Energies are from ωB97M-V/def2-TZVPD.

Positions of all 10 atoms, in Å:
C -0.301 -0.137 0.791
C 0.410 0.442 -0.471
C 0.270 -1.002 -0.249
P 3.844 -0.797 0.355
S 3.671 0.976 -0.320
H 0.170 -0.390 1.637
H -1.280 0.122 1.010
H -0.198 1.022 -1.095
H 1.463 0.966 -0.361
H 1.110 -1.712 -0.202

Values from the calculation:
Gap between HOMO and LUMO (alpha / beta) = 0.2530 / 0.2194 hartree
HOMO energy (alpha / beta) = -8.20 / -7.62 eV

Atom charges from the Mulliken analysis, given in e for atoms 1 to 4:
1 C -0.502
2 C -0.024
3 C -0.182
4 P 0.150

---

*x*
Here is a 2-piece molecular cluster, C3H5PS overall from the OMol25 dataset. Energies are from ωB97M-V/def2-TZVPD.

Positions of all 10 atoms, in Å:
C -0.140 -0.232 -0.240
C 0.907 0.763 -0.401
C 0.952 -0.109 0.840
P -1.787 0.213 0.334
S 2.404 -0.154 -0.204
H 0.566 -1.712 -1.450
H 0.976 1.763 -0.394
H 0.738 0.024 1.924
H -2.361 -1.064 0.477
H -2.255 0.508 -0.887

Values from the calculation:
Gap between HOMO and LUMO (alpha / beta) = 0.3083 / 0.3084 hartree
HOMO energy (alpha / beta) = -8.48 / -8.48 eV

Atom charges from the Mulliken analysis, given in e for atoms 1 to 4:
1 C -0.368
2 C -0.273
3 C -0.094
4 P -0.113

---

Least stable: *x*

---

*w*
Here is a 3-piece molecular cluster, CH9N4 overall from the OMol25 dataset. Energies are from ωB97M-V/def2-TZVPD.

Positions of all 14 atoms, in Å:
C 0.048 1.305 1.505
N 1.083 1.862 1.508
N 0.196 -0.186 0.057
N -1.191 1.315 1.735
N 0.212 -1.743 -2.290
H 2.074 1.881 1.974
H 0.264 -2.659 -1.977
H 1.055 -0.460 -0.455
H -0.301 -1.128 0.153
H -1.705 0.494 2.018
H -1.624 2.169 1.992
H 0.901 -1.677 -2.991
H -0.704 -1.599 -2.715
H -0.309 0.425 -0.515

Values from the calculation:
Charge = +1
Gap between HOMO and LUMO = 0.3616 hartree
HOMO energy = -13.48 eV

Atom charges from the Mulliken analysis, given in e for atoms 1 to 4:
1 C 0.461
2 N -0.245
3 N -0.712
4 N -0.331

---

*x*
Here is CH9N4 as an isolated structure from the OMol25 dataset. Energies are from ωB97M-V/def2-TZVPD.

Positions of all 14 atoms, in Å:
N -0.567 -0.218 0.673
C -0.352 1.173 0.295
N -0.296 1.476 -1.031
N -0.228 2.083 1.251
H -0.376 -0.289 1.693
H -1.476 -0.587 0.364
H -0.830 0.857 -1.684
H -0.245 2.444 -1.194
H -0.916 1.806 1.940
N 1.094 -1.762 -0.490
H 0.550 -2.500 -0.904
H 0.276 -0.996 0.115
H 1.707 -2.262 0.141
H 1.659 -1.226 -1.170

Values from the calculation:
Charge = +1
Gap between HOMO and LUMO = 0.3489 hartree
HOMO energy = -13.19 eV

Atom charges from the Mulliken analysis, given in e for atoms 1 to 4:
1 N -0.524
2 C 0.432
3 N -0.404
4 N -0.658

---

Least stable: *w*

---

*w*
Here is a 2-piece molecular cluster, C3H9O2 overall from the OMol25 dataset. Energies are from ωB97M-V/def2-TZVPD.

Positions of all 14 atoms, in Å:
C 1.618 -0.851 0.610
O 2.885 -1.101 0.340
C 1.070 0.373 -0.248
C -0.009 1.371 0.279
H 0.979 -1.732 0.566
H 1.654 -0.462 1.673
H 2.079 0.852 -0.457
H 1.044 0.137 -1.404
H 0.502 2.379 0.276
H -0.925 1.348 -0.383
H -0.352 1.311 1.340
H -3.200 -0.508 -0.945
H -3.455 -1.978 -0.890
O -3.890 -1.140 -0.756

Values from the calculation:
Charge = -1
Gap between HOMO and LUMO = 0.1985 hartree
HOMO energy = -1.94 eV

Atom charges from the Mulliken analysis, given in e for atoms 1 to 4:
1 C -0.360
2 O -0.896
3 C -0.499
4 C -0.769

---

*x*
Here is a 2-piece molecular cluster, C3H9O2 overall from the OMol25 dataset. Energies are from ωB97M-V/def2-TZVPD.

Positions of all 14 atoms, in Å:
C -2.625 -0.065 0.879
O -1.600 0.121 1.818
H -2.419 -0.945 0.182
H -3.067 0.845 0.489
H -3.612 -0.460 1.415
C 1.230 0.072 -1.188
O 2.437 0.835 -1.584
C 1.424 -0.359 0.335
H 1.066 -0.771 -1.886
H 0.287 0.721 -1.407
H 2.699 1.427 -0.915
H 1.423 -1.471 0.270
H 0.467 -0.051 0.685
H 2.292 0.101 0.907

Values from the calculation:
Charge = -1
Gap between HOMO and LUMO = 0.2087 hartree
HOMO energy = -1.96 eV

Atom charges from the Mulliken analysis, given in e for atoms 1 to 4:
1 C -0.600
2 O -0.875
3 H 0.133
4 H 0.175

---

Least stable: *x*

---

*w*
Here is C7H10ClLaNO4 as an isolated structure from the OMol25 dataset. Energies are from ωB97M-V/def2-TZVPD.

Positions of all 24 atoms, in Å:
C -0.535 1.093 -1.871
C 0.888 1.208 -1.641
C 1.088 2.252 -0.681
C -0.184 2.737 -0.274
C -1.187 2.006 -0.976
La -0.328 -0.706 0.149
N -3.487 0.115 -0.504
C 0.654 -2.606 0.238
C 1.537 -2.121 -0.781
H 2.050 2.674 -0.412
H 1.658 0.701 -2.211
H -0.361 3.592 0.374
H -2.264 2.175 -0.934
H -1.020 0.448 -2.610
H 1.447 -2.489 -1.813
H 1.079 -2.800 1.229
H -3.687 -0.898 -0.649
H 2.583 -2.111 -0.447
H -0.251 -3.217 -0.024
O -0.516 -1.397 4.170
Cl 0.093 -0.414 3.315
O -1.005 0.011 2.299
O 0.546 0.774 3.949
O 1.202 -1.029 2.526

Values from the calculation:
Charge = -1
Gap between HOMO and LUMO (alpha / beta) = 0.2185 / 0.2012 hartree
HOMO energy (alpha / beta) = -3.85 / -2.96 eV

Atom charges from the Mulliken analysis, given in e for atoms 1 to 4:
1 C -0.782
2 C -0.601
3 C -0.548
4 C -0.476

---

*x*
Here is C7H10ClLaNO4 as an isolated structure from the OMol25 dataset. Energies are from ωB97M-V/def2-TZVPD.

Positions of all 24 atoms, in Å:
C 1.159 -0.316 -2.070
C 0.439 0.934 -2.189
C -0.934 0.629 -2.444
C -1.080 -0.787 -2.488
C 0.209 -1.375 -2.278
La 0.376 -0.390 0.412
N 1.803 -2.257 0.272
C 1.283 1.034 2.001
C 1.420 2.190 1.157
H -1.708 1.348 -2.686
H 0.919 1.916 -2.174
H -1.984 -1.347 -2.735
H 0.454 -2.446 -2.280
H 2.204 -0.445 -1.729
H 2.387 2.297 0.545
H 0.415 0.329 2.370
H 2.438 -2.275 1.175
H 0.828 3.132 1.281
H 2.293 0.517 2.262
O -2.631 -1.097 3.693
Cl -2.625 -0.512 2.345
O -1.808 -1.452 1.451
O -3.966 -0.416 1.812
O -1.890 0.787 2.295

Values from the calculation:
Charge = -1
Gap between HOMO and LUMO (alpha / beta) = 0.1712 / 0.1714 hartree
HOMO energy (alpha / beta) = -3.16 / -3.16 eV

Atom charges from the Mulliken analysis, given in e for atoms 1 to 4:
1 C -0.537
2 C -0.597
3 C -0.581
4 C -0.433

---

Least stable: *w*

---

*w*
Here is one molecule with the formula C2H3F3 from the OMol25 dataset. Energies are from ωB97M-V/def2-TZVPD.

Positions of all 8 atoms, in Å:
C 0.734 -0.168 0.198
C -0.698 0.098 -0.098
F -0.762 1.378 -0.584
F -1.040 -0.760 -1.093
F -1.608 -0.077 0.830
H 0.875 -1.233 0.318
H 1.055 0.548 0.912
H 1.444 0.214 -0.484

Values from the calculation:
SMILES = CC(F)(F)F
Gap between HOMO and LUMO = 0.5077 hartree
HOMO energy = -12.85 eV

Atom charges from the Mulliken analysis, given in e for atoms 1 to 4:
1 C -1.220
2 C 0.960
3 F -0.260
4 F -0.260

---

*x*
Here is a 2-piece molecular cluster, C2H3F3 overall from the OMol25 dataset. Energies are from ωB97M-V/def2-TZVPD.

Positions of all 8 atoms, in Å:
C -0.471 0.072 0.605
C 0.006 -1.199 -0.020
F 0.465 0.580 1.455
F -0.660 -1.597 -1.100
F 0.270 -2.240 0.760
H -1.385 -0.089 1.204
H -0.655 0.814 -0.181
H 2.244 -0.383 -1.173

Values from the calculation:
Gap between HOMO and LUMO (alpha / beta) = 0.3218 / 0.3985 hartree
HOMO energy (alpha / beta) = -9.10 / -10.84 eV

Atom charges from the Mulliken analysis, given in e for atoms 1 to 4:
1 C -0.053
2 C 0.238
3 F -0.243
4 F -0.215

---

Least stable: *x*

---

*w*
Here is an isolated ion of composition C9H17N2 and charge +1 from the OMol25 dataset. Energies are from ωB97M-V/def2-TZVPD.

Positions of all 28 atoms, in Å:
C -0.066 -1.460 -0.188
C 0.185 0.169 1.547
C -0.254 0.574 -1.318
C -1.757 1.158 2.743
C 1.329 2.060 -2.588
C 0.103 -2.163 2.085
C 0.610 -1.585 -2.447
C -0.225 0.908 2.762
C -0.145 1.548 -2.468
N 0.060 -1.080 1.048
N 0.056 -0.693 -1.359
H 0.112 -2.600 -0.234
H -2.043 2.149 2.378
H -2.120 1.353 3.793
H -2.311 0.478 2.089
H 1.528 2.697 -1.695
H 1.485 2.572 -3.474
H 2.130 1.230 -2.428
H -0.194 -3.064 1.595
H 0.939 -2.321 2.622
H -0.658 -1.883 2.837
H 1.524 -2.145 -2.130
H -0.182 -2.270 -2.770
H 0.796 -0.923 -3.265
H 0.207 0.245 3.505
H 0.177 1.895 2.905
H -0.378 0.828 -3.286
H -0.909 2.320 -2.259

Values from the calculation:
Charge = +1
2S+1 = 3
Gap between HOMO and LUMO (alpha / beta) = 0.2797 / 0.2363 hartree
HOMO energy (alpha / beta) = -11.28 / -11.51 eV

Atom charges from the Mulliken analysis, given in e for atoms 1 to 4:
1 C 0.167
2 C 0.129
3 C -0.016
4 C -1.062

---

*x*
Here is C9H17N2 as an isolated structure from the OMol25 dataset. Energies are from ωB97M-V/def2-TZVPD.

Positions of all 28 atoms, in Å:
C 1.228 -1.020 2.390
C 1.408 1.309 1.427
C 0.524 1.353 0.135
C 0.832 -1.090 0.336
C -0.204 -0.042 0.022
C 1.383 1.729 -1.066
C -1.348 -0.055 1.041
C -1.504 -1.598 -1.536
C -0.737 -0.286 -1.405
N 1.719 -0.055 1.631
N 0.743 -1.898 1.533
H 1.263 -1.102 3.467
H 2.332 1.864 1.253
H 0.883 1.739 2.284
H -0.247 2.119 0.248
H 1.469 -1.455 -0.459
H 2.165 0.996 -1.249
H 1.850 2.694 -0.885
H 0.778 1.833 -1.961
H -1.014 0.246 2.031
H -1.798 -1.041 1.118
H -2.118 0.642 0.723
H -0.910 -2.434 -1.170
H -1.734 -1.778 -2.582
H -2.444 -1.571 -0.993
H -1.387 0.544 -1.683
H 0.102 -0.305 -2.101
H 0.499 -2.875 1.618

Values from the calculation:
Charge = +1
2S+1 = 3
Gap between HOMO and LUMO (alpha / beta) = 0.2492 / 0.2621 hartree
HOMO energy (alpha / beta) = -10.62 / -14.87 eV

Atom charges from the Mulliken analysis, given in e for atoms 1 to 4:
1 C -0.359
2 C -0.620
3 C 0.158
4 C -0.781

---

Least stable: *w*

---

*w*
Here is H12LiO6 as an isolated structure from the OMol25 dataset. Energies are from ωB97M-V/def2-TZVPD.

Positions of all 19 atoms, in Å:
Li -1.708 -40.048 -13.194
O -3.124 -37.752 -10.942
H -2.540 -38.709 -11.061
H -3.501 -37.867 -10.213
O -1.912 -40.418 -11.023
H -2.442 -40.758 -10.348
H -1.088 -40.592 -10.637
O -3.619 -40.801 -13.276
H -4.026 -40.011 -13.258
H -3.787 -41.508 -12.646
O -1.973 -39.427 -15.215
H -1.886 -38.832 -15.803
H -2.639 -40.075 -15.657
O -0.642 -38.374 -12.722
H 0.018 -37.959 -13.338
H -0.161 -38.329 -11.891
O -0.478 -41.672 -13.486
H -0.075 -42.437 -13.018
H -0.647 -42.239 -14.332

Values from the calculation:
Charge = +1
Gap between HOMO and LUMO = 0.3925 hartree
HOMO energy = -14.15 eV

Atom charges from the Mulliken analysis, given in e for atoms 1 to 4:
1 Li 0.903
2 O -0.577
3 H 0.391
4 H 0.238

---

*x*
Here is H12LiO6 as an isolated structure from the OMol25 dataset. Energies are from ωB97M-V/def2-TZVPD.

Positions of all 19 atoms, in Å:
Li -0.415 -0.048 -0.194
O -2.375 0.323 -0.476
H -2.825 1.098 -0.876
H -2.381 0.576 0.480
O -0.271 -1.396 -1.640
H 0.399 -1.129 -2.341
H -0.363 -2.385 -1.737
O 0.636 -1.096 1.377
H 0.227 -0.963 2.201
H 0.399 -2.023 1.173
O 0.604 1.911 -0.845
H 1.466 1.855 -1.320
H 0.007 2.477 -1.318
O -1.142 1.292 1.802
H -0.682 1.227 2.684
H -1.167 2.256 1.662
O 2.508 -1.426 -0.541
H 3.396 -1.438 -0.290
H 1.982 -1.111 0.200

Values from the calculation:
Charge = +1
Gap between HOMO and LUMO = 0.4134 hartree
HOMO energy = -14.67 eV

Atom charges from the Mulliken analysis, given in e for atoms 1 to 4:
1 Li 0.902
2 O -0.659
3 H 0.304
4 H 0.414

---

Least stable: *w*

---

*w*
Here is a 2-piece molecular cluster, C2H6ClN3 overall from the OMol25 dataset. Energies are from ωB97M-V/def2-TZVPD.

Positions of all 12 atoms, in Å:
C 0.597 -0.116 -0.974
C 0.862 2.200 0.050
N 0.840 0.941 -0.397
N 1.289 -1.203 -1.257
N -1.784 -1.227 1.234
Cl -3.392 -1.628 0.654
H 1.377 3.014 -0.460
H -1.635 -0.311 1.003
H 0.151 2.391 0.889
H 1.397 -1.551 -2.211
H 2.246 -1.366 -0.817
H -1.948 -1.146 2.287

Values from the calculation:
Gap between HOMO and LUMO = 0.2958 hartree
HOMO energy = -7.58 eV

Atom charges from the Mulliken analysis, given in e for atoms 1 to 4:
1 C 0.138
2 C -0.362
3 N -0.211
4 N -0.474

---

*x*
Here is one molecule with the formula C2H6ClN3 from the OMol25 dataset. Energies are from ωB97M-V/def2-TZVPD.

Positions of all 12 atoms, in Å:
H -1.773 -1.564 -0.931
N -0.895 -1.757 -0.451
C -0.278 -0.697 -0.057
C 1.035 -0.809 0.662
Cl 2.395 -0.154 -0.454
N -0.849 0.499 -0.212
N -0.073 1.636 -0.046
H 1.057 -0.157 1.533
H 1.338 -1.843 0.990
H -1.733 0.551 -0.799
H 0.242 2.013 -0.934
H -0.464 2.282 0.699

Values from the calculation:
SMILES = [H]/N=C(/CCl)NN
Gap between HOMO and LUMO = 0.3661 hartree
HOMO energy = -9.18 eV

Atom charges from the Mulliken analysis, given in e for atoms 1 to 4:
1 H 0.177
2 N -0.702
3 C 0.515
4 C -0.309

---

Least stable: *w*